No. 1
C18H16N2O4S | wB97M-V/def2-TZVPD

SMILES: COc1ccc(OCc2nnc(SCC(=O)c3ccccc3)o2)cc1
orbital gap: 7.668 eV
total charge: 0
E: -40915.5982 eV
HOMO: -8.2 eV
LUMO energy: -0.56 eV

Last column: Löwdin charge in e.
Cartesian coordinates (Å):
C: -5.605 -0.308 -0.821  -0.046
O: -4.795 0.377 0.131  -0.046
C: -3.589 0.585 -0.058  -0.506
C: -2.986 1.066 0.887  -0.100
C: -1.739 1.532 1.016  -0.072
C: -1.047 1.236 -0.025  -0.192
O: 0.261 1.766 -0.481  -0.063
C: 1.113 2.034 0.585  -0.189
C: 2.551 2.228 0.374  -0.280
N: 3.433 3.031 0.282  0.048
N: 4.531 2.462 0.122  0.019
C: 4.366 1.102 -0.263  -0.595
S: 5.355 -0.012 -0.822  1.105
C: 4.266 -1.206 -1.069  -0.482
C: 3.464 -1.543 0.266  -0.217
O: 4.051 -1.434 1.524  -0.052
C: 2.033 -1.592 0.429  -0.284
C: 1.234 -2.119 -0.538  -0.100
C: -0.082 -2.090 -0.860  -0.003
C: -0.648 -1.861 0.535  -0.122
C: 0.010 -1.617 1.630  -0.089
C: 1.413 -1.193 1.518  -0.007
O: 2.992 0.899 -0.121  -0.006
C: -1.610 0.766 -1.388  0.111
C: -2.971 0.401 -1.288  0.037
H: -5.071 -1.285 -1.187  0.125
H: -5.798 0.472 -1.690  0.133
H: -6.590 -0.537 -0.381  0.087
H: -3.602 1.480 1.949  0.216
H: -1.238 2.137 2.076  0.221
H: 0.971 1.829 1.650  0.121
H: 0.855 3.271 0.712  0.192
H: 3.414 -1.013 -1.664  0.057
H: 4.716 -2.321 -1.313  0.182
H: 1.820 -2.445 -1.599  0.169
H: -0.681 -2.650 -1.586  0.115
H: -1.796 -1.828 0.556  0.126
H: -0.473 -1.183 2.612  0.152
H: 1.886 -1.047 2.499  0.138
H: -1.076 0.759 -2.142  0.024
H: -3.334 -0.145 -2.057  0.072

***

No. 2
C35H34BrLuN6O2 | wB97M-V/def2-TZVPD

orbital gap: 7.290 eV
total charge: +2
E: -153536.0517 eV
HOMO: -12.7 eV
LUMO energy: -5.38 eV

Last column: Löwdin charge in e.
Cartesian coordinates (Å):
Lu: -0.685 -0.451 -0.536  1.622
C: 0.460 -1.378 -3.670  -0.137
C: 0.153 0.096 -3.964  -0.098
C: 1.025 0.978 -3.119  -0.267
C: 2.130 1.610 -3.676  0.009
C: 3.035 2.267 -2.862  -0.009
C: 2.808 2.284 -1.493  -0.021
C: 1.672 1.669 -1.020  -0.122
N: 0.786 1.025 -1.797  0.003
N: -0.308 -1.946 -2.528  -0.228
C: -1.585 -2.525 -3.002  -0.117
C: -2.761 -1.586 -2.944  -0.258
C: -3.934 -1.954 -3.590  0.006
C: -4.994 -1.071 -3.623  -0.012
C: -4.835 0.176 -3.033  -0.026
C: -3.648 0.453 -2.392  -0.181
N: -2.623 -0.419 -2.306  -0.008
C: 0.491 -3.009 -1.883  -0.134
C: -0.198 -3.558 -0.657  -0.277
C: 0.178 -4.788 -0.148  0.021
C: -0.450 -5.261 0.993  -0.004
C: -1.447 -4.496 1.583  -0.023
C: -1.753 -3.272 1.024  -0.106
N: -1.137 -2.798 -0.070  -0.013
H: 1.522 -1.480 -3.441  0.134
H: 0.271 -1.985 -4.559  0.132
H: -0.902 0.308 -3.798  0.102
H: 0.360 0.295 -5.014  0.128
H: 2.283 1.562 -4.746  0.128
H: 3.907 2.747 -3.285  0.128
H: 3.489 2.767 -0.808  0.122
H: 1.467 1.670 0.042  0.089
H: -1.822 -3.417 -2.423  0.133
H: -1.470 -2.858 -4.037  0.140
H: -3.998 -2.918 -4.078  0.133
H: -5.918 -1.336 -4.119  0.128
H: -5.615 0.923 -3.070  0.123
H: -3.492 1.421 -1.941  0.058
H: 1.442 -2.574 -1.574  0.123
H: 0.701 -3.828 -2.581  0.149
H: 0.949 -5.364 -0.642  0.134
H: -0.172 -6.218 1.414  0.128
H: -1.973 -4.835 2.464  0.123
H: -2.515 -2.637 1.462  0.120
O: 1.913 -1.680 4.400  0.072
C: 2.845 -1.841 3.417  -0.268
C: 4.092 -2.321 3.799  0.003
C: 5.079 -2.502 2.847  -0.060
C: 4.836 -2.207 1.509  -0.077
C: 3.589 -1.743 1.133  -0.034
C: 2.582 -1.559 2.076  -0.117
C: 1.207 -1.106 1.660  -0.412
O: 1.027 -1.020 0.287  -0.377
N: 0.902 0.186 2.279  0.002
N: -0.224 0.742 1.755  -0.094
C: -0.545 1.946 2.045  -0.168
C: -1.803 2.500 1.584  -0.565
Br: -2.892 1.219 0.649  0.882
C: -2.283 3.735 1.739  -0.064
C: -1.639 4.806 2.513  -0.230
C: -1.086 4.574 3.773  -0.049
C: -0.499 5.612 4.478  -0.056
C: -0.458 6.887 3.931  -0.054
C: -1.025 7.130 2.687  -0.055
C: -1.627 6.098 1.986  -0.027
H: 1.165 -1.162 4.078  0.083
H: 4.266 -2.540 4.843  0.128
H: 6.048 -2.873 3.153  0.114
H: 5.614 -2.345 0.771  0.106
H: 3.370 -1.520 0.097  0.103
H: 0.462 -1.808 2.075  0.142
H: 1.682 0.799 2.495  0.159
H: 0.087 2.579 2.663  0.137
H: -3.221 3.984 1.253  0.121
H: -1.167 3.594 4.230  0.117
H: -0.092 5.431 5.463  0.115
H: -0.002 7.697 4.484  0.116
H: -1.012 8.127 2.270  0.115
H: -2.085 6.293 1.024  0.120

***

No. 3
C36H43N10O6SSiY | wB97M-V/def2-TZVPD

orbital gap: 6.765 eV
total charge: 0
E: -84976.1106 eV
HOMO: -6.5 eV
LUMO energy: 0.23 eV

Last column: Löwdin charge in e.
Cartesian coordinates (Å):
Y: 0.814 -0.232 -1.138  1.370
N: -0.285 -7.294 -4.858  0.098
C: 0.303 -6.320 -4.066  -0.320
C: 1.688 -6.133 -4.086  -0.027
C: 2.270 -5.129 -3.336  -0.050
C: 1.472 -4.303 -2.556  -0.297
C: 0.095 -4.478 -2.524  -0.053
C: -0.486 -5.480 -3.274  -0.026
S: 2.215 -2.979 -1.681  0.594
O: 1.325 -2.678 -0.548  -0.391
O: 3.577 -3.316 -1.386  -0.276
N: 2.024 -1.691 -2.595  -0.200
C: 3.010 -0.863 -3.056  -0.491
N: 2.694 0.428 -2.821  0.055
C: 3.539 1.357 -3.248  -0.102
C: 4.707 1.017 -3.906  -0.046
C: 4.938 -0.338 -4.089  -0.114
N: 4.103 -1.288 -3.683  0.154
H: 0.312 -8.052 -5.143  0.089
H: -1.203 -7.597 -4.579  0.089
H: 2.306 -6.780 -4.696  0.112
H: 3.341 -4.979 -3.346  0.118
H: -0.515 -3.834 -1.902  0.115
H: -1.560 -5.620 -3.251  0.112
H: 3.270 2.386 -3.040  0.104
H: 5.404 1.766 -4.250  0.099
H: 5.835 -0.681 -4.594  0.110
C: 1.650 3.244 5.263  -0.064
O: 1.398 1.878 5.572  -0.121
C: 0.092 1.470 5.587  -0.295
C: -0.966 2.223 5.101  -0.004
C: -2.247 1.682 5.103  -0.015
C: -2.464 0.398 5.568  -0.276
C: -1.414 -0.333 6.105  -0.027
C: -0.140 0.200 6.111  -0.011
N: -3.798 -0.166 5.566  0.086
N: -4.225 -0.696 4.534  0.081
C: -3.381 -0.713 3.356  -0.245
C: -2.473 -1.711 3.156  -0.025
C: -1.649 -1.718 2.016  -0.005
C: -1.724 -0.725 1.057  -0.340
O: -0.906 -0.679 0.037  -0.267
C: -2.737 0.285 1.222  -0.135
N: -2.867 1.228 0.252  0.111
C: -3.756 2.175 0.407  -0.135
C: -4.613 2.268 1.521  -0.041
C: -4.519 1.318 2.495  -0.015
C: -3.558 0.288 2.374  -0.109
H: 2.721 3.384 5.376  0.096
H: 1.120 3.898 5.959  0.100
H: 1.358 3.482 4.239  0.070
H: -0.810 3.211 4.693  0.108
H: -3.071 2.264 4.713  0.112
H: -1.598 -1.322 6.506  0.117
H: 0.692 -0.354 6.527  0.120
H: -2.371 -2.498 3.894  0.116
H: -0.923 -2.509 1.874  0.113
H: -3.818 2.917 -0.383  0.095
H: -5.334 3.071 1.582  0.105
H: -5.172 1.339 3.359  0.114
N: 2.347 -0.510 3.742  0.048
C: 1.827 -0.556 2.382  -0.131
C: 2.940 -0.247 1.398  -0.490
O: 4.122 -0.080 1.929  0.158
O: 2.757 -0.164 0.195  -0.046
H: 2.016 0.299 4.254  0.058
H: 3.963 -0.202 2.902  0.109
H: 2.117 -1.340 4.267  0.093
H: 1.016 0.154 2.196  0.111
H: 1.445 -1.544 2.115  0.130
C: -3.846 2.155 -3.271  -0.017
C: -2.606 1.359 -3.491  -0.293
C: -1.954 0.999 -4.656  0.017
C: -0.821 0.284 -4.249  -0.327
N: -0.787 0.209 -2.918  -0.022
N: -1.885 0.866 -2.480  0.049
C: 0.240 -0.323 -5.104  -0.027
H: -4.402 2.247 -4.201  0.080
H: -3.600 3.160 -2.922  0.078
H: -4.490 1.683 -2.528  0.077
H: -2.260 1.217 -5.665  0.110
H: -2.079 0.950 -1.470  0.095
H: -0.150 -0.524 -6.100  0.080
H: 0.605 -1.253 -4.672  0.062
H: 1.089 0.356 -5.207  0.076
C: 2.307 3.654 -0.411  -0.275
Si: 0.695 2.626 -0.278  0.452
C: -0.579 3.775 -1.128  -0.271
C: 0.279 2.824 1.591  -0.272
H: 2.215 4.608 0.118  0.016
H: 2.545 3.887 -1.453  -0.006
H: 3.165 3.120 0.007  0.008
H: -0.528 4.795 -0.733  0.019
H: -1.600 3.409 -0.978  -0.028
H: -0.404 3.822 -2.207  0.012
H: 0.108 3.876 1.852  0.025
H: 1.116 2.468 2.204  -0.005
H: -0.609 2.253 1.879  0.000

***

Energy relative to the best compared isomer or geometry (same formula, charge and spin), record by record: 16.553, 0.000, 0.255 eV
Strongest force on any atom, record by record: 15.26, 1.24, 0.19 eV/A